A structure of composition C38H47Cl3IN5O5SSi2Zr in a non-equilibrium geometry, computed with ωB97M-V/def2-TZVPD.

Relative energy (zero: lowest compared OMol25 entry of this formula, charge and spin): 73.3 kcal/mol
Total energy: -131408.078 eV

Geometry (Å):
H (-3.349716, -1.581863, 1.638011)
H (7.563556, 0.101249, 2.028636)
H (5.850780, 4.418556, -2.888995)
C (1.219521, 2.937472, -2.395084)
C (4.576586, 1.069389, -4.605050)
H (4.224037, 1.825271, 2.296418)
H (3.198088, 4.963775, -0.283101)
Cl (-0.786639, -1.299159, 2.821472)
H (2.891522, -0.794386, -0.786358)
H (7.047735, 0.589155, -3.617014)
N (-0.199867, 2.868185, -0.485358)
H (4.097957, 4.470168, -2.643670)
Cl (-0.978196, 1.780540, 4.142025)
H (0.568877, -0.831033, -2.609203)
C (-3.972740, -0.966942, -3.353890)
C (5.258722, 4.571331, -0.818526)
H (6.789939, 4.800232, 0.687111)
C (1.286996, 4.324951, -2.397878)
H (-3.812173, 0.102658, -3.370225)
H (5.765447, 2.554867, 1.788387)
C (1.542657, 5.014289, -3.570433)
H (1.648954, -1.332852, 1.497187)
C (-3.032932, 1.663861, 1.234864)
H (1.309168, 0.351859, -4.445409)
C (-5.139143, 1.198852, 2.292504)
Cl (1.916062, 0.240710, 3.981296)
C (1.638421, 2.938384, -4.773671)
C (1.378064, 2.257316, -3.591282)
H (3.546747, 0.781548, -4.812414)
H (5.227103, 0.548239, -5.308892)
C (4.938268, -0.805879, 1.856560)
H (5.698593, 1.463362, 3.184762)
H (5.009255, -1.059349, -1.918778)
H (3.722377, -1.076237, -3.129895)
H (4.672766, 2.144891, -4.756623)
C (0.891939, 2.186040, -1.129102)
O (5.224615, 3.153477, -0.616335)
H (1.599856, 6.094108, -3.560525)
H (4.289022, 6.341825, -0.061475)
C (6.394840, 1.098897, -2.908795)
H (5.063238, 5.946783, -2.472994)
H (5.399635, -1.061699, 2.811431)
Si (4.243480, 1.871237, -0.775607)
H (-0.039339, -3.397392, 1.119663)
H (-2.960079, -3.694705, -1.623032)
Si (0.242215, 0.708177, 2.855861)
C (5.295473, 1.655419, 2.190027)
H (-6.069841, 1.533737, 2.731991)
H (-4.498071, -4.794698, -3.237839)
H (-5.358564, -0.978226, -4.990856)
H (7.248790, -0.573020, 0.419807)
C (1.307114, -1.684230, 0.523358)
O (-1.831072, -1.782539, -0.525759)
H (2.476695, -2.888042, -2.363224)
O (4.023607, 1.407611, -2.322766)
H (-5.533389, -0.917199, 2.588752)
H (5.398967, -1.370106, -3.622459)
H (6.522876, 2.174149, -3.026847)
S (2.311146, 2.251880, 0.123465)
H (4.320728, 4.983478, 1.076562)
C (-4.832677, -1.570346, -4.255528)
C (6.649651, 5.007400, -0.374464)
N (1.217531, 0.866191, -3.585493)
H (1.763641, 2.386849, -5.697859)
N (0.554069, 0.784169, -1.356202)
C (7.062752, 0.278447, 1.075694)
C (5.052749, 4.869886, -2.298509)
C (-3.639574, -0.539439, 1.690270)
C (5.563865, 0.457337, 1.287037)
H (-4.434440, 3.172583, 1.853862)
H (5.068880, -1.637150, 1.162918)
C (-5.013274, -2.946772, -4.202604)
C (4.196242, 5.258236, 0.028157)
O (-2.127640, 0.137620, -1.510251)
H (1.125776, 4.850807, -1.467432)
H (7.407980, 4.462315, -0.936931)
C (1.010609, -3.536456, -0.796188)
C (-4.240043, 2.110126, 1.809585)
N (-0.988475, 2.070212, 0.137752)
H (0.646297, -4.471626, -1.197490)
I (-6.309056, -3.862672, -5.561637)
C (4.949957, 0.695933, -3.178112)
H (1.929388, 4.850513, -5.678611)
C (-3.492844, -3.113654, -2.363300)
C (0.643702, -2.976817, 0.396268)
C (0.767933, 0.230190, -2.496739)
H (-2.293823, 3.622796, 0.598092)
N (-2.744557, 0.340544, 1.210442)
H (7.486001, 1.174339, 0.618279)
O (4.991896, 0.650265, -0.018794)
C (1.726779, 4.317481, -4.759514)
C (1.979774, -2.682745, -1.423487)
C (4.760683, -0.797889, -2.946146)
H (6.696980, 0.821156, -1.898980)
C (-2.388982, -1.082981, -1.447934)
C (-4.349073, -3.724843, -3.264699)
C (-3.305730, -1.737006, -2.407807)
C (-2.088976, 2.563540, 0.684637)
C (-4.847523, -0.169371, 2.220856)
H (3.872623, -0.655789, 2.016746)
H (6.786291, 6.076316, -0.543199)
Zr (-0.636458, -0.216397, 0.348880)
C (2.189251, -1.594916, -0.619563)

Atoms 1-6, force components in eV/Å:
H -0.005 0.049 -0.002
H 0.014 -0.006 -0.003
H 0.019 -0.011 -0.025
C -0.082 -0.024 0.059
C 0.015 -0.031 0.029
H -0.098 0.021 0.005

Here are the Löwdin charges for atoms 1 to 4, given in e:
1 H 0.096
2 H 0.089
3 H 0.080
4 C -0.145